Record 1
{
  "formula": "C26H14Cl5N4OPd",
  "method": "ωB97M-V/def2-TZVPD",
  "symbols": ["C", "H", "C", "N", "C", "C", "C", "C", "N", "C", "C", "C", "H", "H", "O", "C", "H", "C", "Cl", "C", "Cl", "C", "Pd", "C", "H", "H", "C", "H", "Cl", "C", "H", "H", "N", "C", "H", "Cl", "H", "C", "N", "C", "C", "C", "H", "C", "H", "H", "C", "C", "C", "C", "Cl"],
  "positions_angstrom": [[-0.46601, 0.29066, -2.78418], [-0.55245, 1.91580, 2.61837], [1.31325, -5.80254, -1.26814], [-0.63078, 2.32204, -0.53067], [0.64590, -6.93824, -1.62561], [3.36870, -6.98861, -1.41931], [-1.21459, 9.20899, 1.09492], [-0.13284, -2.49089, 3.00876], [-0.15903, -3.04463, 0.69217], [-0.99199, 6.51184, 0.35766], [-0.38200, -0.71637, -3.70423], [-0.34278, -0.74793, 1.37143], [-0.33444, 9.22014, 0.45052], [-2.11207, 9.06261, 0.49220], [-1.10166, 8.20100, 2.09550], [-0.26294, -1.16349, 2.71160], [-0.69522, 3.92697, 3.20649], [-0.34688, -1.36158, -1.04030], [5.07279, -7.01253, -1.28951], [-0.77159, 4.21211, 1.06080], [3.52304, -9.59455, -2.11192], [-0.77833, 4.63686, 2.38957], [-0.05729, -4.39986, -1.08304], [-0.87901, 5.16239, 0.05672], [-1.07465, 7.23010, -0.44457], [-0.38788, -0.51361, -4.76671], [-0.46661, 0.60409, 0.93139], [-0.06559, -2.83640, 4.03123], [0.37166, -9.51202, -2.33660], [-0.44674, -0.02264, -1.41534], [-0.23971, -2.85820, -3.94905], [-1.28565, 10.15118, 1.62615], [-0.28567, -2.34986, -1.96514], [1.27862, -8.13192, -1.89556], [-0.30086, -0.43266, 3.51091], [3.50163, -4.35699, -0.69171], [-0.54181, 1.32970, -3.08142], [-0.88949, 5.97165, 2.70636], [-0.55761, 1.79125, 1.62166], [-0.08115, -3.41085, 1.95990], [-0.29523, -2.03564, -3.24975], [2.67818, -5.80387, -1.15323], [-0.87394, 4.83549, -0.97567], [-0.99730, 6.91917, 1.68974], [0.02331, -4.46823, 2.15435], [-0.89532, 6.30881, 3.73478], [2.67149, -8.14671, -1.78824], [-0.28486, -1.73304, 0.37462], [-0.51552, 0.96624, -0.38187], [-0.65548, 2.79664, 0.69510], [-1.09561, -6.70185, -1.69117]],
  "total_energy_ha": -3722.1003,
  "lumo_energy_ev": [-4.77, -4.88],
  "charge": 1,
  "de_lowest_ev": 1.3168,
  "multiplicity": 1,
  "gap_ev": [5.479, 5.377]
}

Record 2
{
  "formula": "C26H15N7NiOS",
  "method": "ωB97M-V/def2-TZVPD",
  "symbols": ["H", "C", "H", "H", "C", "N", "H", "H", "O", "C", "H", "C", "S", "C", "C", "C", "C", "H", "Ni", "H", "H", "C", "H", "C", "H", "C", "C", "C", "C", "N", "C", "H", "N", "H", "N", "C", "C", "C", "N", "C", "C", "C", "C", "C", "C", "C", "N", "H", "H", "C", "N"],
  "positions_angstrom": [[-0.78138, 5.35738, -2.72248], [3.31397, -0.50256, 3.41039], [-4.67863, 0.91350, 2.31365], [4.21089, -0.59358, 4.00883], [-0.91712, 4.34319, -2.36835], [-5.38311, -1.89791, 2.25364], [0.23315, 2.25066, 0.04046], [-0.36162, -1.42876, -2.26210], [-1.60510, 0.81409, 1.49989], [-0.16817, 3.87947, -1.26483], [-3.55736, 2.20471, 1.99858], [-0.33235, 2.60244, -0.81294], [6.45490, -2.73106, 0.89356], [-1.42713, 0.36792, -0.97319], [1.58667, -2.36551, -2.50058], [2.82219, -2.56987, -1.90994], [-1.24930, 1.70961, -1.42877], [-3.50990, 1.68895, -3.99857], [-0.40973, -0.18372, 0.48722], [0.53529, 4.54290, -0.77785], [-2.52853, -1.44088, -1.24455], [-1.81046, 3.51578, -2.98230], [-2.39146, 3.86543, -3.82747], [0.61028, -1.63684, -1.81971], [1.36406, -2.75108, -3.48474], [3.04224, -2.06137, -0.62308], [-3.10521, 0.04703, -2.69971], [4.27819, -2.21512, 0.13287], [-2.34877, -0.42774, -1.60221], [0.82159, -1.13627, -0.61244], [1.03517, 0.19136, 3.09259], [3.60971, -3.11670, -2.41133], [-3.74196, 1.22771, 2.12566], [0.11685, 0.65223, 3.42962], [5.37370, -2.81604, -0.30142], [2.17141, 0.10910, 3.90166], [-3.02188, -1.02253, 1.75354], [-4.31389, -1.51555, 2.04461], [-1.05124, -2.57098, 1.18798], [2.01077, -1.36912, -0.00640], [3.29723, -1.01294, 2.10806], [4.40714, -1.69661, 1.45963], [-1.95399, -1.89469, 1.45188], [-2.76843, 0.34941, 1.77117], [2.12851, -0.87562, 1.37172], [-2.00274, 2.18450, -2.53238], [5.59743, -1.91738, 1.99287], [-3.82855, -0.60766, -3.16963], [2.14421, 0.51539, 4.90235], [-2.93430, 1.31889, -3.15811], [1.01676, -0.29356, 1.86268]],
  "total_energy_ha": -3364.8962,
  "lumo_energy_ev": -1.12,
  "de_lowest_ev": 0.0000,
  "multiplicity": 1,
  "gap_ev": 6.583
}

Record 3
{
  "formula": "C26H17Cl4MnN3O3",
  "method": "ωB97M-V/def2-TZVPD",
  "symbols": ["H", "C", "C", "H", "H", "C", "C", "H", "N", "C", "C", "H", "H", "C", "C", "C", "C", "C", "C", "C", "C", "H", "Cl", "C", "C", "O", "O", "H", "C", "O", "C", "Cl", "C", "C", "H", "H", "C", "C", "H", "H", "Cl", "Mn", "N", "H", "H", "N", "C", "C", "Cl", "C", "H", "H", "C", "H"],
  "positions_angstrom": [[-0.86032, -2.95256, -0.68557], [-1.94206, 0.45092, 3.82523], [-3.84310, 1.76079, 4.49716], [4.99109, 1.12451, -3.44581], [0.46277, 4.02458, -0.41544], [3.62686, -0.70586, -0.97272], [2.07245, -4.32075, 1.41068], [5.26837, -1.08008, -2.30614], [-0.15312, 2.14354, 1.10667], [0.16757, -4.69777, 0.00278], [-2.33035, 2.60442, 2.82989], [1.38189, -6.27203, 0.83271], [3.68797, -1.66411, -0.46869], [1.86738, -2.94813, 1.29710], [-0.02697, -3.32506, -0.10131], [0.82551, -2.42242, 0.53596], [-1.04929, -0.04145, -3.56325], [4.34414, 0.83857, -2.62583], [-2.36042, 0.27041, -3.96937], [4.50366, -0.37970, -2.00062], [1.26348, 3.59150, -1.00909], [-3.37393, -0.17883, 5.28965], [-2.69292, 0.57612, -5.64678], [-0.74850, -0.29297, -2.23518], [-3.07749, 0.60781, 4.60700], [-1.43511, -0.40258, -0.01879], [0.45152, -0.58256, -1.79130], [2.89232, -4.69938, 2.01176], [-3.46356, 2.76223, 3.61213], [0.20254, 0.09377, 2.09604], [-0.43209, 1.19580, 2.00994], [0.25645, -0.10148, -4.71095], [1.22424, -5.20247, 0.75531], [-3.37001, 0.33527, -3.03002], [2.17271, 4.18177, -0.87121], [-2.03381, 3.36239, 2.11812], [2.50791, 1.28785, -1.17055], [-3.08131, 0.09823, -1.67409], [2.53480, -2.27593, 1.83249], [-1.34454, -0.44923, 3.87309], [-4.99593, 0.71444, -3.51159], [0.56641, -0.44849, 0.22001], [2.66291, 0.10120, -0.56299], [-0.50533, -5.37544, -0.51088], [-4.74593, 1.87121, 5.08599], [0.73428, 1.57181, 0.25716], [-1.56964, 1.44532, 2.93085], [3.33496, 1.69106, -2.19755], [-4.31465, 0.20366, -0.45966], [-1.79395, -0.20189, -1.25553], [-4.06344, 3.65888, 3.51861], [0.98769, 3.63632, -2.06573], [1.44465, 2.16676, -0.60863], [3.17126, 2.65000, -2.67105]],
  "total_energy_ha": -4382.8649,
  "lumo_energy_ev": [2.22, 2.06],
  "charge": -1,
  "multiplicity": 5,
  "gap_ev": [6.208, 6.169]
}

Record 4
{
  "formula": "C26H17F17N2",
  "method": "ωB97M-V/def2-TZVPD",
  "symbols": ["C", "C", "H", "H", "C", "H", "C", "C", "H", "C", "F", "F", "C", "F", "F", "H", "F", "F", "H", "N", "C", "H", "C", "F", "C", "H", "H", "C", "C", "C", "F", "C", "H", "C", "F", "C", "C", "C", "H", "C", "H", "C", "C", "C", "C", "F", "H", "F", "H", "F", "F", "H", "H", "H", "F", "F", "C", "N", "C", "C", "F", "F"],
  "positions_angstrom": [[1.33178, 2.71170, -2.73599], [-0.36023, -3.56116, 0.07173], [1.33386, -1.45909, 2.74760], [-0.06377, -3.45984, 2.62951], [3.32437, -1.53458, 3.52899], [0.61934, -5.07714, 2.73018], [-1.41046, 5.00994, 0.61736], [0.78041, -4.08000, 2.32021], [5.10035, -4.35116, 4.09152], [-1.09562, -1.40640, -2.69617], [-2.26093, 5.91948, 0.07196], [-0.82895, 1.78255, -2.77994], [-2.56980, -2.58860, -1.12342], [0.99539, 3.57708, 0.93692], [-0.62693, 5.62958, 1.51679], [-1.81617, -4.55818, 1.35120], [2.25872, 1.96199, -0.70171], [-4.44243, 4.97240, 1.44238], [-4.68042, -2.26170, -1.39151], [-2.75859, -3.42140, -0.06032], [0.29599, -1.07408, -3.17989], [5.29608, -1.90607, 4.29676], [3.10208, -4.28687, 3.29622], [-0.31677, 2.18744, -0.14789], [0.45532, 1.48205, -3.10645], [0.29988, -0.99990, -4.26609], [-4.38249, -0.74203, -3.30836], [-3.51582, -1.17348, -2.82566], [2.03354, -3.48391, 2.91105], [-2.21610, -0.86887, -3.28699], [0.50172, 1.43460, -4.47282], [-3.41984, 4.57450, 2.21144], [3.41341, -0.46054, 3.62680], [0.89966, 0.16743, -2.51182], [0.24741, 5.56890, -0.92749], [1.60623, 3.02297, -1.23442], [0.84068, -4.13946, 0.77162], [-0.52085, 4.51284, -0.57691], [3.02805, -5.36480, 3.21155], [-2.28851, 3.95084, 1.33492], [1.98781, 0.12649, -2.57553], [2.15789, -2.10123, 3.03859], [-1.68584, -3.88409, 0.50947], [0.41692, 3.31244, -0.26181], [-1.26665, -2.28115, -1.58658], [-1.33932, 4.20191, -1.59389], [1.72353, -3.61633, 0.40799], [-2.87524, 3.16272, 0.40816], [0.93647, -5.18165, 0.45182], [0.79966, 3.82374, -3.28646], [-1.50460, 3.19297, 2.13321], [-2.10671, -0.20446, -4.13592], [0.65021, 0.15236, -1.45112], [0.95031, -1.90253, -2.91289], [-2.96316, 5.62839, 2.90173], [2.43090, 4.08845, -1.19894], [4.27082, -3.72401, 3.79079], [-0.16573, -2.78282, -0.95753], [-3.69268, -2.01962, -1.76084], [4.38741, -2.34487, 3.90690], [-3.85770, 3.64445, 3.07067], [2.55614, 2.50179, -3.28066]],
  "total_energy_ha": -2808.2618,
  "smiles": "FC(F)(F)C(F)(F)C(F)(F)C(F)(F)C(F)(F)C(F)(F)C(F)(F)C(F)(F)CCc1cccc2ncc(CCc3ccccc3)nc12",
  "lumo_energy_ev": -0.19,
  "de_lowest_ev": 0.0000,
  "multiplicity": 1,
  "gap_ev": 8.833
}

Record 5
{
  "formula": "C26H17F2N4Ru",
  "method": "ωB97M-V/def2-TZVPD",
  "symbols": ["C", "N", "N", "C", "C", "H", "C", "H", "H", "H", "C", "C", "H", "C", "C", "H", "C", "C", "C", "C", "C", "C", "H", "H", "H", "C", "C", "H", "C", "C", "H", "C", "H", "H", "Ru", "N", "C", "C", "F", "C", "C", "F", "C", "C", "H", "C", "H", "H", "H", "N"],
  "positions_angstrom": [[-0.56867, -1.29452, 2.46808], [-0.66418, 1.31405, -0.33577], [0.47026, -0.69651, 1.85768], [-2.10278, 3.00665, 0.49039], [1.63787, -0.29149, 3.86548], [2.48469, 0.19496, 4.34194], [-0.00940, -0.03260, -4.88657], [-2.32155, -1.16535, -1.60659], [-2.55590, -3.17868, 2.88579], [-0.23197, 0.01391, -5.96131], [0.35127, -0.32682, -2.11844], [-2.57155, -2.73071, 1.89217], [4.17678, 0.57998, 2.94850], [0.88563, -1.23121, -2.94748], [0.76879, -1.07269, -4.33914], [-2.17356, 2.97116, -2.90182], [-3.53485, -3.09319, 0.95550], [-1.14903, 2.01133, 0.68539], [1.53633, -0.18613, 2.47945], [-0.49641, -1.46549, 3.85324], [4.79192, 1.07594, 0.94842], [3.05134, 0.90668, -0.67466], [-0.80240, 1.74340, 1.67485], [-3.26580, 4.07965, -0.99180], [0.65289, -1.02281, 5.63658], [-2.48683, 3.32659, -0.78922], [-1.58858, -1.79256, 1.55195], [-2.55666, 3.50934, 1.34450], [-0.96305, 1.66718, -1.60905], [-0.53148, 0.89960, -3.98629], [5.81465, 1.31830, 1.25224], [3.89944, 0.62065, 1.93203], [-4.34312, -3.77910, 1.16143], [-4.22112, -2.69057, -1.03360], [0.44476, -0.60690, -0.20612], [2.19595, 0.40335, 0.24337], [4.35029, 1.23834, -0.36696], [2.58887, 0.30375, 1.54417], [-1.20324, 1.95367, -4.50335], [-0.33839, 0.80135, -2.61604], [0.60761, -0.92919, 4.56251], [1.34045, -1.97303, -5.12088], [-2.39935, -1.69464, -0.65755], [-1.86037, 2.71670, -1.87308], [5.03196, 1.54928, -1.16079], [-3.45446, -2.51623, -0.29684], [2.62531, 1.07173, -1.66946], [-1.28872, -1.96119, 4.40011], [1.41687, -2.13379, -2.56900], [-1.44047, -1.41214, 0.24608]],
  "total_energy_ha": -1513.5863,
  "lumo_energy_ev": [-9.89, -13.01],
  "charge": 3,
  "multiplicity": 5,
  "gap_ev": [8.187, 5.053]
}

Record 6
{
  "formula": "C26H18CeClIN3O5",
  "method": "ωB97M-V/def2-TZVPD",
  "symbols": ["O", "H", "C", "C", "H", "H", "C", "Ce", "C", "C", "C", "O", "C", "C", "Cl", "H", "N", "C", "C", "H", "H", "H", "O", "C", "I", "C", "H", "C", "C", "C", "C", "C", "C", "H", "H", "C", "C", "C", "C", "H", "N", "H", "O", "H", "H", "C", "H", "O", "C", "C", "H", "H", "C", "N", "H"],
  "positions_angstrom": [[-1.21772, -2.50906, -1.04587], [0.63438, -1.81427, -6.72491], [0.53914, -0.78364, -3.47259], [1.18984, -2.16502, 3.84107], [1.85385, -3.56321, 5.34991], [-3.10559, 0.06992, -4.35354], [-1.53544, 0.01796, -2.88876], [-0.25834, -0.67443, 0.00276], [-0.40748, 2.66800, 0.76280], [-0.29217, 2.85801, -0.62432], [1.85425, 1.76268, -0.63855], [-3.30717, 1.39492, -2.09705], [2.29458, -1.81289, -5.38657], [1.66608, -2.83324, 1.56664], [3.05222, -5.71517, 3.99009], [2.26050, -0.73148, -2.16183], [-0.30562, -0.26949, -2.52822], [-2.40175, 0.65958, -1.82930], [0.99036, -1.59517, -5.72656], [2.89396, -5.27047, -1.08971], [2.98804, -2.20910, -6.11532], [3.79496, -1.65204, -3.84167], [-2.02862, 0.37597, -0.57434], [1.13821, -1.90412, 2.50001], [0.40372, -0.85574, 5.22096], [0.81128, 2.40582, -1.31756], [2.73998, 1.44600, -1.17546], [2.72714, -4.92178, 1.01722], [2.56270, -4.60504, -0.30644], [1.76737, 1.58932, 0.73283], [-1.26683, -0.77598, -5.09987], [1.80429, -3.36370, 4.28866], [-2.08023, -0.20765, -4.16131], [-1.63206, -0.99488, -6.09549], [-1.61351, 2.86406, 2.53386], [1.89721, -0.99540, -3.14983], [-1.63204, 3.14389, 1.48207], [1.93310, -3.40078, -0.64619], [0.08185, -1.06212, -4.78140], [1.76498, -3.15731, -1.68760], [1.51102, -2.52435, 0.24738], [-2.53096, 2.72970, 1.02271], [0.56204, -0.81245, 1.96584], [0.87496, 2.54448, -2.38927], [-1.10420, 3.34331, -1.15332], [2.32143, -4.26418, 3.40689], [0.56284, 1.84330, 2.48944], [-1.77231, -2.12454, 0.89561], [2.25792, -4.03362, 2.00162], [2.75239, -1.50037, -4.08934], [2.56695, 1.10434, 1.27811], [3.19574, -5.84955, 1.31478], [0.63032, 2.02371, 1.42402], [-2.14680, -2.62050, -0.20016], [-1.70638, 4.23089, 1.42215]],
  "total_energy_ha": -2774.9375,
  "lumo_energy_ev": -4.91,
  "charge": 1,
  "de_lowest_ev": 0.0000,
  "multiplicity": 1,
  "gap_ev": 6.193
}